{
  "formula": "C2H5BrSi",
  "method": "the ωB97M-V functional and the def2-TZVPD basis",
  "max_force_ev_per_a": 6.38,
  "relative_energy_kcal_mol": 127.1,
  "homo_ev": [-9.267, -8.435],
  "multiplicity": 1,
  "symbols": ["C", "C", "Si", "Br", "H", "H", "H", "H", "H"],
  "positions_angstrom": [[-1.593, 0.004, -1.110], [-0.375, 0.292, 0.426], [1.411, -0.247, 0.418], [-1.330, 0.673, 1.962], [-2.576, 0.378, -0.935], [-1.074, -0.029, -2.035], [1.630, -1.022, -0.797], [2.213, 0.981, 0.449], [1.693, -1.030, 1.623]],
  "lowdin_charge": [0.07, -0.90, 0.52, 0.61, -0.02, -0.03, -0.08, -0.08, -0.08]
}

=====

{
  "formula": "C2H5Cl2ISi",
  "method": "the ωB97M-V functional and the def2-TZVPD basis",
  "max_force_ev_per_a": 4.19,
  "relative_energy_kcal_mol": 6.8,
  "homo_ev": -9.385,
  "multiplicity": 1,
  "symbols": ["C", "C", "Si", "Cl", "Cl", "I", "H", "H", "H", "H", "H"],
  "positions_angstrom": [[0.134, 0.639, 0.552], [1.384, -0.538, -0.403], [-1.545, 0.074, -0.110], [-3.004, 1.424, 0.237], [-2.008, -1.682, 0.771], [3.338, 0.067, 0.150], [0.455, 1.629, 0.261], [0.352, 0.444, 1.591], [1.177, -1.531, -0.047], [1.207, -0.377, -1.452], [-1.489, -0.149, -1.549]],
  "lowdin_charge": [-0.31, -0.66, -0.32, 0.29, 0.30, 0.71, 0.02, 0.03, -0.01, -0.01, -0.04]
}

=====

{
  "formula": "C2H5ClF6OP2S",
  "method": "the ωB97M-V functional and the def2-TZVPD basis",
  "max_force_ev_per_a": 1.86,
  "homo_ev": -10.412,
  "multiplicity": 1,
  "symbols": ["C", "C", "S", "Cl", "P", "O", "H", "H", "H", "H", "H", "F", "P", "F", "F", "F", "F", "F"],
  "positions_angstrom": [[-0.409, 0.486, 0.362], [-1.453, 0.120, -0.472], [-2.315, -1.179, 0.154], [-2.417, -2.803, -1.097], [-4.315, -0.327, -0.093], [-4.755, -0.352, -1.481], [0.416, -0.227, 0.490], [-0.385, 1.421, 0.914], [-1.674, 0.529, -1.455], [-5.113, -1.119, 0.746], [-4.123, 0.943, 0.469], [3.078, 1.825, -0.078], [3.816, 0.357, 0.208], [4.449, 1.119, 1.517], [3.618, -1.283, 0.095], [2.468, 0.116, 1.209], [5.410, 0.042, -0.045], [3.704, 0.332, -1.445]],
  "lowdin_charge": [0.13, -0.51, 0.53, 0.27, 0.56, -0.41, 0.10, 0.11, 0.11, 0.02, 0.03, -0.24, 0.39, -0.20, -0.22, -0.26, -0.20, -0.22]
}

=====

{
  "formula": "C2H5ClFN",
  "method": "the ωB97M-V functional and the def2-TZVPD basis",
  "max_force_ev_per_a": 5.38,
  "relative_energy_kcal_mol": 19.7,
  "homo_ev": -9.149,
  "multiplicity": 1,
  "smiles": "NC[C@@H](F)Cl",
  "symbols": ["N", "C", "C", "F", "Cl", "H", "H", "H", "H", "H"],
  "positions_angstrom": [[1.161, -0.782, 0.111], [0.405, 0.386, -0.160], [-1.003, 0.281, 0.308], [-1.561, 1.458, -0.120], [-1.885, -1.090, -0.087], [0.494, -1.479, -0.051], [2.147, -0.874, -0.289], [0.776, 1.268, 0.133], [0.403, 0.415, -1.273], [-0.936, 0.418, 1.428]],
  "lowdin_charge": [-0.02, -0.33, -0.84, -0.05, 0.77, -0.01, 0.12, 0.08, 0.13, 0.14]
}

=====

{
  "formula": "C2H5ClN2",
  "method": "the ωB97M-V functional and the def2-TZVPD basis",
  "max_force_ev_per_a": 5.61,
  "relative_energy_kcal_mol": 66.9,
  "homo_ev": -7.324,
  "multiplicity": 1,
  "symbols": ["C", "C", "N", "N", "Cl", "H", "H", "H", "H", "H"],
  "positions_angstrom": [[-0.938, 1.419, 0.199], [1.347, -2.106, -0.081], [-1.081, 0.467, -0.628], [0.893, -1.079, -0.120], [1.693, 0.648, 1.575], [-1.012, 2.417, -0.170], [-0.584, 1.187, 1.236], [1.743, -3.159, 0.079], [-1.302, 0.731, -1.634], [-0.759, -0.526, -0.457]],
  "lowdin_charge": [0.01, -0.07, 0.09, -0.12, -0.35, 0.09, 0.00, 0.11, 0.16, 0.08]
}

=====

{
  "formula": "C2H5ClN2",
  "method": "the ωB97M-V functional and the def2-TZVPD basis",
  "max_force_ev_per_a": 2.98,
  "relative_energy_kcal_mol": 35.9,
  "homo_ev": -9.283,
  "multiplicity": 1,
  "smiles": "N/N=C\\CCl",
  "symbols": ["N", "N", "C", "C", "Cl", "H", "H", "H", "H", "H"],
  "positions_angstrom": [[-1.547, -0.967, 0.342], [-1.676, 0.256, -0.372], [-0.676, 1.051, -0.236], [0.532, 0.814, 0.610], [1.523, -0.426, -0.203], [-2.218, -1.673, -0.022], [-0.663, -1.391, 0.114], [-0.715, 1.912, -0.973], [1.015, 1.885, 0.840], [0.119, 0.292, 1.449]],
  "lowdin_charge": [-0.03, -0.04, -0.31, -0.58, 0.57, 0.09, 0.00, 0.12, 0.13, 0.04]
}

=====

{
  "formula": "C2H5ClN2O2",
  "method": "the ωB97M-V functional and the def2-TZVPD basis",
  "max_force_ev_per_a": 3.64,
  "relative_energy_kcal_mol": 41.4,
  "homo_ev": -11.062,
  "multiplicity": 1,
  "smiles": "C/C=N\\[N+](=O)[O-].Cl",
  "symbols": ["C", "C", "N", "N", "O", "O", "H", "H", "H", "H", "Cl", "H"],
  "positions_angstrom": [[-1.305, 0.749, 0.382], [-1.167, -0.234, -0.728], [-0.282, -1.123, -0.810], [0.531, -1.531, 0.217], [0.194, -2.532, 0.749], [1.509, -0.856, 0.385], [-0.262, 1.072, 0.690], [-1.883, 1.528, 0.064], [-1.711, 0.273, 1.237], [-1.796, 0.066, -1.602], [3.686, 1.486, -0.050], [2.486, 1.103, -0.535]],
  "lowdin_charge": [-0.04, -0.15, 0.13, -0.48, 0.13, 0.05, 0.11, 0.04, 0.08, 0.13, 0.22, -0.22]
}

=====

{
  "formula": "C2H5ClN2OS",
  "method": "the ωB97M-V functional and the def2-TZVPD basis",
  "max_force_ev_per_a": 2.36,
  "relative_energy_kcal_mol": 58.9,
  "homo_ev": [-9.010, -9.012],
  "multiplicity": 1,
  "smiles": "O/C=N\\CCl.N=S",
  "symbols": ["O", "C", "N", "C", "Cl", "H", "H", "H", "H", "N", "S", "H"],
  "positions_angstrom": [[-1.687, -1.009, 1.081], [-1.662, 0.144, 0.428], [-0.897, 0.610, -0.405], [0.320, 0.197, -0.733], [0.752, -1.637, -0.451], [-0.985, -1.705, 0.841], [-2.478, 0.794, 0.662], [0.984, 0.644, -0.001], [0.421, 0.267, -1.805], [1.541, 1.544, 2.532], [1.997, 0.039, 2.849], [1.040, 1.624, 1.626]],
  "lowdin_charge": [0.01, -0.31, -0.01, -0.50, 0.46, 0.05, 0.13, 0.04, 0.08, -0.46, 0.58, -0.06]
}